The following is a quantum chemistry calculation of C36H55GeNO4PdSe as an isolated structure at a distorted geometry, from the OMol25 dataset.

Atoms and positions in Å:
Pd1 1.023863 1.579726 -1.767904
Se1 1.733383 0.813223 0.747147
Ge1 3.521546 1.843632 -2.642157
O1 -0.468259 0.664820 -4.154111
O2 0.741850 -0.650154 -1.777451
O3 -0.820517 1.897176 -0.576917
O4 0.491352 5.059559 -3.618435
N1 0.094262 2.791007 -3.547915
C1 0.479419 -2.850148 -0.903471
C2 4.044390 0.166359 -1.687240
C3 -0.981895 1.794415 0.674991
C4 -0.446333 -2.479664 -3.274737
C5 0.841694 -4.520266 -2.726422
C6 0.718367 -3.685614 0.168319
C7 -1.977183 2.547324 5.642242
C8 -3.229304 2.933311 -0.883569
C9 0.041830 1.312019 1.545231
C10 1.264230 -3.279265 1.387094
C11 2.786421 1.274027 -4.399626
C12 2.112372 -3.693608 3.743841
C13 -4.592704 1.721018 0.778095
C14 2.482099 3.124309 -1.645624
C15 -1.608938 1.202042 4.999589
C16 -2.205287 2.143230 1.343495
C17 -0.135303 -3.474980 -2.157336
C18 -0.117976 1.120075 2.901521
C19 1.557469 -1.930296 1.514824
C20 -0.406250 0.632242 5.754513
C21 -2.326130 1.934284 2.702259
C22 -2.776234 0.215057 5.156886
C23 0.825739 -1.458159 -0.811589
C24 0.197846 -5.003945 2.846521
C25 5.375616 2.548999 -3.196777
C26 -1.323751 1.415349 3.520025
C27 2.507645 -5.357304 1.938919
C28 1.517947 -4.312346 2.475728
C29 1.335673 -1.062510 0.465351
C30 -0.536469 3.958230 -5.526931
C31 -3.424651 2.708252 0.616277
C32 -3.797124 4.069265 1.229324
C33 -0.894690 2.497416 -5.705058
C34 -0.411850 1.861652 -4.375643
C35 0.082080 4.013222 -4.093867
C36 -1.467903 -4.147827 -1.780851
H1 -0.380761 2.016875 -6.540770
H2 1.047556 -5.315255 -2.010899
H3 3.436147 -4.869697 1.649991
H4 -4.160220 3.319724 -1.307778
H5 2.727596 -6.119044 2.688767
H6 3.064817 -3.216531 3.527307
H7 -0.659954 0.495921 6.807799
H8 5.286605 3.448489 -3.796729
H9 5.993698 2.783006 -2.336109
H10 -4.305600 0.757722 0.362478
H11 3.160216 -0.458618 -1.583496
H12 0.213222 4.305973 -6.243321
H13 -1.339492 -4.942626 -1.048107
H14 -3.681918 0.603501 4.698891
H15 0.454002 -2.008494 -3.651840
H16 2.280492 -4.465272 4.497247
H17 -2.166302 2.436438 6.711420
H18 -1.964167 2.316402 -5.827398
H19 1.438676 -2.950350 4.162051
H20 -1.160326 3.251730 5.502900
H21 -2.967667 2.008140 -1.386461
H22 1.918147 0.643558 -4.211560
H23 4.793695 -0.387599 -2.251706
H24 -2.865638 2.967931 5.179561
H25 2.100256 -5.847925 1.059144
H26 2.466019 2.140722 -4.975583
H27 -2.959469 4.754590 1.119040
H28 -2.139658 -3.403413 -1.358197
H29 -0.525188 -4.268998 3.192740
H30 -2.432037 3.645763 -1.072908
H31 0.724595 0.731480 3.454792
H32 2.160325 4.007106 -2.183619
H33 0.468865 -4.735800 0.058298
H34 5.900530 1.806496 -3.789038
H35 -2.982782 0.017453 6.210144
H36 -4.857414 1.574600 1.823253
H37 0.441590 1.309529 5.691924
H38 4.436903 0.368329 -0.690656
H39 1.783971 -4.036596 -2.976376
H40 -2.531410 -0.725375 4.668595
H41 0.349954 -5.744092 3.633422
H42 -1.937424 -4.575110 -2.667850
H43 -5.474318 2.082101 0.247517
H44 1.972251 -1.517289 2.422827
H45 -1.397805 4.628331 -5.570189
H46 2.842660 3.348118 -0.639909
H47 -3.269180 2.183599 3.172278
H48 3.510027 0.715277 -4.993032
H49 -0.117289 -0.331820 5.345159
H50 -0.226928 -5.507963 1.982739
H51 -4.035948 3.989262 2.287903
H52 -1.094622 -1.682854 -2.928041
H53 -4.661248 4.491186 0.714345
H54 0.432976 -4.970808 -3.632276
H55 -0.939367 -3.002973 -4.097245

Cartesian forces, eV/Å:
Pd 1.4 1.7 0.7
Se -0.6 -0.2 -0.6
Ge 1.7 -0.5 -0.8
O -0.2 0.1 -0.2
O -0.3 0.0 -0.5
O -1.0 0.1 0.8
O 0.1 0.2 0.1
N 0.8 -0.9 1.2
C -0.1 -0.1 -0.1
C -0.3 0.4 -0.1
C 0.1 0.0 -0.3
C 0.0 0.0 0.0
C -0.2 0.1 0.1
C 0.0 0.1 0.1
C 0.0 -0.2 0.0
C 0.0 0.0 0.0
C 0.5 0.0 -0.3
C 0.0 0.0 0.2
C 0.0 0.1 0.3
C -0.1 -0.1 -0.2
C 0.1 0.1 0.0
C -0.8 -1.1 -0.2
C 0.0 0.0 0.1
C -0.1 0.1 0.1
C -0.1 -0.1 -0.2
C 0.0 0.1 0.1
C 0.0 -0.1 -0.1
C -0.2 0.1 -0.1
C 0.1 0.0 -0.1
C 0.1 0.1 0.1
C 0.3 0.0 0.6
C 0.2 0.0 0.0
C -0.7 0.0 0.2
C 0.1 -0.1 0.2
C -0.1 0.1 0.1
C 0.0 -0.1 0.1
C 0.1 0.5 -0.1
C 0.1 0.0 0.3
C -0.2 0.1 -0.1
C 0.0 -0.2 -0.1
C 0.1 -0.1 0.2
C -0.5 -0.4 -1.0
C -0.2 0.5 -0.8
C 0.2 0.0 0.0
H 0.0 -0.1 0.1
H 0.0 -0.1 0.1
H 0.1 0.0 0.0
H -0.2 0.1 0.0
H 0.0 -0.1 0.1
H 0.1 0.1 0.0
H 0.0 0.0 0.1
H -0.1 0.3 -0.1
H 0.1 0.1 0.3
H 0.0 -0.1 -0.1
H 0.0 -0.1 0.0
H -0.1 0.1 0.1
H 0.0 -0.1 0.1
H -0.1 0.0 -0.1
H 0.0 0.1 -0.1
H 0.0 -0.1 0.0
H 0.0 0.0 0.1
H 0.0 0.0 0.1
H -0.1 0.1 0.1
H 0.1 0.1 0.0
H 0.0 0.0 -0.1
H 0.0 0.0 -0.1
H 0.1 0.1 -0.1
H -0.1 0.1 0.0
H 0.0 -0.1 -0.1
H -0.1 0.1 -0.1
H 0.1 0.1 0.0
H -0.1 0.1 0.0
H -0.1 0.1 0.1
H 0.1 0.0 -0.1
H 0.1 -0.1 0.1
H -0.1 0.1 0.0
H 0.0 0.0 -0.1
H 0.0 -0.3 -0.1
H 0.0 0.0 0.2
H 0.0 0.0 0.1
H 0.2 0.0 0.0
H 0.1 0.1 0.1
H 0.1 0.0 0.0
H 0.0 -0.1 -0.1
H 0.0 -0.1 0.1
H -0.1 -0.1 -0.1
H -0.1 0.0 -0.1
H 0.0 0.0 0.1
H 0.1 0.1 0.0
H -0.2 -0.1 -0.1
H -0.1 0.0 0.0
H 0.2 0.0 0.1
H 0.1 -0.1 -0.1
H -0.1 -0.1 -0.1
H 0.0 0.0 0.1
H 0.0 0.1 -0.1
H -0.1 0.1 -0.1
H -0.1 -0.1 -0.1
H -0.1 -0.2 -0.1

Computed properties:
HOMO (spin up / spin down) in eV: -1.44 / -1.42
Frontier orbital gap (spin up / spin down) in eV: 5.59 / 5.58
Charge: -2
E_LUMO (spin up / spin down) in eV: 4.156 / 4.156
2S+1: 1

Here are the Mulliken charges for atoms 1 to 2, given in e:
1 Pd 1.9996
2 Se -0.3363

=====

The following is a quantum chemistry calculation of C36H55IrN4OP2 as an isolated structure at a distorted geometry, from the OMol25 dataset.

Atoms and positions in Å:
Ir1 -0.030181 -0.006023 0.037427
P1 0.648677 2.218236 -0.818251
P2 -0.258970 -2.382721 0.066022
O1 2.225689 0.039313 1.988211
N1 -0.806257 0.923272 2.837138
N2 -1.291663 0.524107 1.630452
N3 1.264217 -0.603337 -1.589553
N4 -1.567988 0.273098 -1.561141
C1 2.323626 -0.058722 -3.702340
C2 3.443822 1.816385 -0.734594
C3 -1.731620 -3.141791 2.308654
C4 2.392423 2.925703 -0.562382
C5 1.494001 0.323820 -2.601021
C6 -1.437596 0.753950 -2.638446
C7 -2.832249 -3.051749 -0.805547
C8 2.820211 -2.150445 -2.621091
C9 1.874967 -1.821120 -1.645281
C10 0.939433 1.590523 -2.537743
C11 -3.631636 0.158748 0.726021
C12 0.036344 -4.802428 1.569589
C13 -1.496734 1.596716 5.114112
C14 -3.159016 0.853309 -3.994074
C15 -1.024819 1.126494 -5.112141
C16 3.017110 -1.261452 -3.680671
C17 -2.653500 0.485419 1.768581
C18 0.673608 -2.682910 2.702160
C19 1.465917 -2.824827 -0.586295
C20 -3.840424 0.988805 -5.200833
C21 2.652910 4.006537 -1.627906
C22 -0.325439 -3.306111 1.712876
C23 -0.850026 4.064795 -2.432496
C24 -0.108326 4.908739 -0.181463
C25 -1.761773 0.935638 -3.913356
C26 -1.073834 -4.739647 -1.392988
C27 -2.966831 0.857246 3.083323
C28 1.336383 0.026262 1.286952
C29 -0.592525 3.683700 -0.964164
C30 -1.940475 3.284465 -0.358667
C31 -1.196853 -2.610822 -2.635567
C32 2.467356 3.452005 0.890765
C33 -1.679499 1.256820 -6.341272
C34 -1.369930 -3.241426 -1.219979
C35 -3.093305 1.198502 -6.385730
C36 -1.782010 1.142716 3.730972
H1 3.320521 -3.113862 -2.555825
H2 0.057221 4.368062 -2.968693
H3 -1.101715 1.395568 -7.274119
H4 -3.189387 0.147900 -0.268844
H5 0.837842 2.221075 -3.343861
H6 -3.716198 0.656807 -3.070862
H7 -1.519050 4.943548 -2.430508
H8 3.488315 3.281772 1.252146
H9 3.561280 3.747023 -2.186703
H10 -0.834366 -5.415736 1.303912
H11 1.707475 -2.709178 2.334708
H12 -3.083031 -3.608873 0.103600
H13 -2.381581 2.410584 -0.852115
H14 -1.669344 -3.331494 3.389685
H15 1.862609 4.140407 -2.375886
H16 -2.649729 4.121685 -0.481577
H17 -3.480249 -3.428640 -1.613214
H18 -2.091858 2.495264 5.342621
H19 -3.616017 1.317770 -7.346131
H20 -0.896386 5.673052 -0.236233
H21 0.394674 -1.658192 2.967936
H22 -1.854651 3.074375 0.714488
H23 -1.344156 3.258388 -2.990524
H24 -1.314017 -5.319355 -0.502378
H25 0.635291 -3.280268 3.625302
H26 -3.074012 -1.991286 -0.647706
H27 2.172853 -2.815440 0.272344
H28 -3.966342 0.917964 3.497211
H29 -2.113100 -2.119433 2.171452
H30 -4.956044 0.932152 -5.251280
H31 3.313086 0.989918 -0.023137
H32 3.475587 1.415916 -1.758571
H33 -1.639517 -3.298818 -3.377272
H34 -2.453701 -3.856072 1.893424
H35 1.476731 -3.846579 -0.999414
H36 0.056718 1.132325 -5.079037
H37 2.462077 0.696605 -4.488073
H38 2.840673 4.970975 -1.145879
H39 -0.145469 -2.441112 -2.898843
H40 0.381999 -5.160952 2.550530
H41 -1.719274 -5.114949 -2.199554
H42 1.778476 2.925233 1.571623
H43 3.714652 -1.501567 -4.474561
H44 -4.435985 0.908923 0.719945
H45 -4.098610 -0.816805 0.914316
H46 -1.750712 -1.668013 -2.712044
H47 0.054062 4.675872 0.876892
H48 -1.778681 0.815385 5.838673
H49 4.417696 2.285121 -0.523661
H50 -0.431319 1.834999 5.246141
H51 -0.037287 -4.931748 -1.689448
H52 0.852466 -4.986974 0.855847
H53 0.174800 1.105099 3.044896
H54 2.260977 4.524868 0.931350
H55 0.799792 5.348719 -0.602757

Cartesian forces, eV/Å:
Ir -1.5 0.5 0.8
P 0.7 1.1 -1.8
P 0.8 -2.5 -1.0
O 0.6 0.0 0.3
N -0.1 0.2 0.6
N -1.3 0.3 0.1
N 1.9 -0.6 -2.2
N -0.2 1.6 -1.4
C -0.3 0.4 0.3
C 0.1 -0.1 0.1
C -0.2 -0.1 0.2
C -0.6 -0.3 0.1
C 0.8 -2.3 -0.9
C 2.2 -2.5 5.6
C -0.3 0.0 -0.1
C -0.4 0.3 -0.2
C -0.5 0.9 0.5
C -0.4 -0.1 3.4
C -0.6 -0.1 -0.7
C 0.0 -0.2 0.2
C 0.0 0.2 0.3
C 0.4 -0.2 1.1
C 0.5 -0.3 2.3
C 0.0 0.1 0.1
C 0.7 0.7 1.8
C 0.0 0.1 -0.1
C -0.4 0.2 0.3
C -0.9 0.3 -2.9
C 0.5 0.3 -0.2
C -0.1 -0.1 0.0
C 0.1 0.4 0.0
C 0.1 0.2 0.0
C -2.3 0.9 -4.5
C -0.2 -0.1 0.1
C -0.8 -0.2 -0.6
C 1.7 -0.1 1.3
C -0.1 -0.1 -0.2
C -0.4 -0.1 0.1
C -0.1 0.1 0.2
C 0.3 0.0 -0.1
C -2.3 0.1 -1.7
C -0.1 0.0 -0.4
C 0.3 0.1 -0.2
C 0.3 -0.1 0.0
H 0.0 0.2 -0.1
H -0.3 -0.1 0.1
H -0.4 -0.1 0.7
H -0.1 -0.1 0.3
H 0.2 1.2 -1.8
H 0.2 0.1 -0.4
H 0.2 -0.4 -0.1
H -0.2 0.1 0.1
H -0.2 0.1 0.1
H 0.4 0.2 0.1
H -0.2 0.1 0.2
H 0.0 0.2 -0.3
H 0.1 0.2 0.2
H -0.1 0.0 -0.2
H 0.2 0.0 0.3
H 0.3 -0.3 0.1
H 0.2 0.1 0.2
H 0.2 -0.3 0.0
H 0.3 -0.1 0.5
H 0.2 -0.2 0.0
H 0.1 -0.1 0.0
H 0.0 0.0 -0.2
H 0.1 0.3 0.1
H 0.1 0.1 -0.2
H 0.0 0.2 -0.3
H 0.1 -0.3 -0.1
H -0.3 0.1 -0.5
H 0.2 0.0 0.0
H 0.0 -0.2 0.1
H 1.1 0.1 0.1
H 0.1 0.2 -0.2
H 0.1 0.2 0.4
H 0.3 0.2 0.3
H 0.2 0.3 0.2
H 0.1 0.5 0.2
H 0.0 0.0 0.0
H 0.1 -0.5 0.2
H 0.0 -0.1 -0.2
H -0.3 -0.1 -0.1
H -0.1 0.1 -0.3
H 0.2 0.1 0.2
H 0.2 0.2 -0.1
H -0.1 0.0 0.0
H 0.2 -0.2 0.2
H 0.1 0.2 0.0
H 0.3 -0.3 0.0
H -0.1 0.1 -0.2
H 0.1 0.3 -0.3
H -0.2 -0.2 -0.1
H -0.3 -0.1 0.0
H -0.2 -0.1 0.0
H -0.3 0.0 0.2
H -0.4 -0.2 -0.5
H 0.0 -0.3 0.2
H -0.2 -0.1 0.2

Computed properties:
HOMO (spin up / spin down) in eV: -13.21 / -17.09
<S²>: 8.83
Frontier orbital gap (spin up / spin down) in eV: 3.82 / 3.79
Charge: +3
E_LUMO (spin up / spin down) in eV: -9.391 / -13.304
2S+1: 6

Here are the Mulliken charges for atoms 1 to 2, given in e:
1 Ir 3.8868
2 P -0.9154

=====

In order of appearance, relative energy (zero: lowest compared OMol25 entry of this formula, charge and spin) = 19.1, 38.1 kcal per mole.